No. 1
Entry from the Open Molecules 2025 dataset: a 12-piece molecular cluster, C20H64N12O12 overall (the ωB97M-V functional and the def2-TZVPD basis).

Positions of all 108 atoms, in Å:
1 N -1.49510 2.90496 1.48959
2 C -2.29410 3.92296 1.48459
3 N -1.84010 4.95596 2.08659
4 O -3.62210 3.96196 0.99659
5 H -1.65710 2.11996 0.93259
6 H -0.51810 3.02696 1.88359
7 H -2.43910 5.82596 2.21759
8 H -0.92310 4.95096 2.33259
9 N 1.19990 -0.09804 2.65459
10 C 1.53190 -1.30504 2.90659
11 N 0.84590 -1.86504 3.83259
12 O 2.63490 -1.93304 2.40559
13 H 1.71590 0.50096 2.01259
14 H 0.43790 0.37496 3.08959
15 H 1.29590 -2.68704 4.14659
16 H 0.22590 -1.42204 4.54159
17 N -0.49810 2.12696 3.78559
18 C 0.64090 2.79396 3.83359
19 N 0.88390 3.33196 2.66659
20 O 1.35890 2.95796 4.96959
21 H -0.97710 1.77796 4.70359
22 H -1.20810 2.20096 3.00859
23 H 1.44890 4.16996 2.89259
24 H 1.39990 2.76596 2.02859
25 N -1.03810 -2.52004 -1.63441
26 C -2.18910 -2.04304 -1.95441
27 N -3.10610 -2.01504 -1.07741
28 O -2.41310 -1.54204 -3.20741
29 H -0.39010 -2.39904 -2.34041
30 H -0.65410 -2.91804 -0.76441
31 H -4.01210 -1.52404 -1.34141
32 H -3.02310 -2.16504 -0.03241
33 N 3.65790 1.08196 -2.19741
34 C 2.74690 2.02296 -2.21441
35 N 3.05990 3.07196 -2.86641
36 O 1.53190 1.83396 -1.57641
37 H 3.50190 0.18796 -1.64341
38 H 4.59390 1.17196 -2.59141
39 H 2.40790 3.84196 -2.89541
40 H 3.94590 3.17196 -3.34641
41 N -1.44510 -1.60104 2.35359
42 C -2.52910 -2.26104 2.65259
43 N -3.36210 -2.06804 1.67159
44 O -2.60210 -3.20804 3.67859
45 H -0.57810 -1.69704 3.00159
46 H -1.49710 -0.86104 1.64359
47 H -4.11410 -2.73804 1.74759
48 H -3.52410 -1.05604 1.40859
49 C -2.24410 2.07096 -2.60941
50 C -1.15910 1.36996 -3.46841
51 C -1.71810 0.85396 -4.79641
52 O -0.16310 2.06696 -3.69641
53 H -2.67110 2.90696 -3.12541
54 H -1.75710 2.60196 -1.77341
55 H -2.92010 1.36496 -2.09941
56 H -0.87710 0.50696 -2.91241
57 H -2.66210 0.40296 -4.58141
58 H -1.08810 0.06496 -5.10741
59 H -1.65110 1.63996 -5.50441
60 H 0.44090 2.13496 -2.92541
61 C 4.00990 3.26596 0.76959
62 C 3.52090 1.88696 1.04959
63 C 4.01390 1.47096 2.46059
64 O 2.30490 1.73596 1.05359
65 H 3.67590 3.75296 -0.17741
66 H 5.09690 3.19996 0.70159
67 H 3.73690 3.94196 1.58259
68 H 4.04090 1.25496 0.34759
69 H 3.68490 0.48296 2.72359
70 H 3.61690 2.10796 3.28859
71 H 5.08490 1.35396 2.63359
72 H 2.07590 1.57796 0.11859
73 C 1.20990 -1.00404 -3.39641
74 C 2.36690 -1.99004 -3.45641
75 C 1.84490 -3.35304 -2.99641
76 O 2.93490 -2.06004 -4.57341
77 H 0.83790 -0.72204 -2.33841
78 H 0.41990 -1.43404 -3.96841
79 H 1.47190 -0.08804 -3.93241
80 H 3.07790 -1.72204 -2.76441
81 H 1.03190 -3.85204 -3.59441
82 H 1.44190 -3.28704 -1.95641
83 H 2.64090 -4.08404 -2.94741
84 H 3.05490 -1.14004 -4.84841
85 C 0.98990 -4.90604 2.04559
86 C 0.21490 -4.42704 0.87659
87 C -1.22910 -4.95704 0.68459
88 O 0.04490 -3.18704 0.76759
89 H 2.10390 -4.60604 2.08859
90 H 1.00590 -5.99204 2.08259
91 H 0.55590 -4.62404 2.98559
92 H 0.69690 -4.93504 0.04959
93 H -1.84110 -4.71504 1.46659
94 H -1.23410 -6.04204 0.69259
95 H -1.87510 -4.62304 -0.19141
96 H -0.52510 -2.76604 1.49159
97 C -0.49110 0.29396 0.05859
98 O -1.91610 0.18296 0.28259
99 H -0.12110 -0.71504 0.23559
100 H -0.13610 1.04696 0.74059
101 H -0.29410 0.53996 -0.94441
102 H -2.39010 -0.36604 -0.33641
103 C -4.81510 1.36196 -0.29841
104 O -4.91410 0.10496 0.25959
105 H -5.42810 2.12796 0.19159
106 H -4.92910 1.42796 -1.34141
107 H -3.79810 1.79396 -0.17941
108 H -5.51810 -0.43004 -0.26441

Cartesian forces, eV/Å:
2.4 -1.6 0.0
-9.9 0.3 -3.4
-2.6 5.1 1.2
6.7 -0.6 2.1
-0.9 -1.1 -1.1
-1.3 0.6 -1.5
1.3 -2.1 -0.4
3.0 0.5 1.1
-0.3 3.5 -2.0
8.4 -2.2 -3.0
-2.8 -2.6 4.4
-4.9 2.8 1.7
0.0 -0.7 0.1
-0.5 -0.1 0.5
0.1 -1.1 0.4
1.1 -0.1 -0.9
-3.9 -3.0 3.4
1.9 -0.7 9.2
2.4 4.4 -1.9
-3.4 -0.6 -5.8
1.8 0.9 -2.1
1.1 0.1 1.1
-0.1 -0.5 -0.7
0.7 -0.7 -0.9
2.3 -1.3 1.2
-0.2 2.6 -8.3
-6.1 1.3 4.0
0.9 -2.1 5.0
1.3 0.0 -1.5
-0.8 0.5 -0.1
2.0 -1.1 0.2
0.3 -0.4 -1.8
1.3 -3.8 1.4
-5.2 -2.8 3.5
0.1 3.7 -1.7
5.2 1.0 -2.1
0.0 1.8 -1.2
-0.6 0.2 0.2
0.1 -0.1 -0.1
-0.4 0.0 0.1
4.7 1.7 2.4
1.5 -5.9 6.3
-4.3 0.4 -1.3
0.1 5.0 -5.5
-2.4 0.1 -1.4
-0.1 -0.4 0.4
-0.9 0.7 -0.2
-0.5 -1.6 0.3
1.0 -0.1 1.0
-7.7 -4.5 1.4
0.1 -0.1 1.7
8.5 6.2 -1.7
-1.0 0.1 -0.6
0.3 -0.3 0.0
-0.1 0.4 -0.9
-0.1 -1.3 0.7
-0.9 0.0 -0.5
0.8 -0.9 -0.6
-0.5 0.8 -0.8
-0.6 -0.1 -0.3
0.6 1.6 -0.8
11.2 0.8 2.6
0.5 0.1 1.1
-10.4 -1.5 -1.8
-0.1 -0.6 0.5
0.1 0.3 0.2
0.1 0.1 0.0
0.3 -0.7 -0.4
-0.5 -0.7 -0.3
0.2 0.0 -0.8
0.2 0.6 -0.5
-1.5 0.3 -0.5
0.0 0.9 1.2
-5.4 -1.1 6.3
-0.8 -0.9 0.7
3.2 0.3 -7.9
0.8 -0.6 -1.8
-1.0 -0.2 -0.3
0.0 0.3 0.2
1.8 0.8 2.7
0.7 1.0 0.1
0.4 0.1 -0.7
0.4 -0.1 0.0
0.3 -0.4 -0.7
2.0 -0.7 1.3
-1.6 -7.4 -0.7
0.1 -2.4 -1.4
0.4 9.4 0.0
-1.8 0.0 -0.5
-0.1 -0.3 -0.2
-0.4 0.4 0.6
0.8 0.8 -1.0
-1.4 0.9 2.7
-0.1 -0.4 -0.3
1.7 -0.2 0.5
0.8 -0.9 -1.1
-1.5 -1.7 0.1
0.4 1.5 1.2
0.9 0.3 0.2
0.4 -0.1 0.1
0.3 0.6 -1.1
0.0 -0.3 -1.0
1.4 3.1 0.8
0.0 -1.8 0.3
-0.3 -0.4 0.0
-0.7 -0.4 -1.5
-0.5 -0.6 0.4
-0.2 0.1 0.2

Properties
SMILES: NC(N)=O.NC(N)=O.NC(N)=O.NC(N)=O.NC(N)=O.NC(N)=O.CC(C)O.CC(C)O.CC(C)O.CC(C)O.CO.CO
HOMO-LUMO gap in eV: 8.28
Energy above the lowest of the compared OMol25 structures with the same formula, charge and spin in kcal per mole: 45.7
LUMO in eV: -0.48

=====

No. 2
Entry from the Open Molecules 2025 dataset: a 10-piece molecular cluster, C20H64N4O10 overall (the ωB97M-V functional and the def2-TZVPD basis).

Positions of all 98 atoms, in Å:
1 C 2.36765 -3.80383 1.08040
2 O 3.77729 -3.88445 1.26731
3 C 4.28477 -3.20676 2.43022
4 C 5.81749 -3.50970 2.55661
5 C 6.06076 -4.84696 3.28506
6 N 6.53914 -2.47615 3.28548
7 H 1.94239 -4.30612 1.94929
8 H 2.08432 -4.30002 0.15216
9 H 1.91229 -2.81363 1.06551
10 H 4.13446 -2.13891 2.27149
11 H 3.73936 -3.45581 3.34050
12 H 6.36853 -3.53810 1.61659
13 H 5.83029 -4.87251 4.35011
14 H 7.07981 -5.22032 3.18396
15 H 5.42447 -5.63654 2.88529
16 H 7.46897 -2.78428 3.53161
17 H 6.75026 -1.67058 2.71400
18 C 16.46019 -1.27350 12.04301
19 O 17.15599 -0.08616 11.84828
20 C 18.55424 -0.21672 12.01183
21 C 19.19550 1.18422 11.85157
22 C 19.18406 1.68770 10.40747
23 N 20.58564 1.21835 12.35404
24 H 15.39357 -1.05253 12.00316
25 H 16.65369 -1.73253 13.01252
26 H 16.72574 -1.94024 11.22262
27 H 18.85512 -0.65262 12.96448
28 H 19.00161 -0.83393 11.23271
29 H 18.62095 1.85935 12.48576
30 H 18.19599 1.67378 9.94744
31 H 19.78648 1.14102 9.68199
32 H 19.48441 2.72413 10.25353
33 H 21.20951 0.73781 11.72162
34 H 20.67056 0.85246 13.29160
35 C 14.97122 7.49825 11.04402
36 O 14.30302 6.46876 10.31026
37 C 13.29101 5.83135 11.07692
38 C 12.44457 4.92112 10.09138
39 C 11.88709 5.63501 8.84585
40 N 11.38445 4.32068 10.88060
41 H 15.24691 7.13223 12.03302
42 H 14.33385 8.37805 11.13240
43 H 15.88675 7.79780 10.53394
44 H 13.73931 5.29270 11.91178
45 H 12.63387 6.58382 11.51288
46 H 13.08612 4.12429 9.71512
47 H 12.61344 5.73405 8.03919
48 H 11.37505 6.57323 9.05953
49 H 11.09391 4.97353 8.49740
50 H 10.88547 3.59414 10.38738
51 H 11.78162 3.80401 11.65223
52 C 4.90546 -9.85627 16.68781
53 O 5.68163 -9.35045 15.66874
54 C 7.03002 -9.16268 16.00345
55 C 7.98305 -8.84084 14.75642
56 C 9.43683 -8.65535 15.04588
57 N 7.57857 -7.77853 13.89082
58 H 5.00850 -9.14831 17.51016
59 H 5.33556 -10.78284 17.06805
60 H 3.84636 -9.91737 16.43746
61 H 7.06778 -8.35061 16.72957
62 H 7.47822 -10.02077 16.50434
63 H 7.91776 -9.68027 14.06417
64 H 9.39229 -7.86285 15.79292
65 H 10.05346 -8.31488 14.21404
66 H 9.83024 -9.56209 15.50537
67 H 7.76918 -6.95310 14.44077
68 H 6.57971 -7.80091 13.74285
69 C 14.31452 -0.61446 4.30413
70 C 13.83065 -1.51693 5.45925
71 O 13.30966 -2.69422 4.90744
72 H 15.07360 -1.08221 3.67716
73 H 14.76623 0.31825 4.64193
74 H 13.43414 -0.36581 3.71151
75 H 13.03964 -1.14535 6.11066
76 H 14.76225 -1.72764 5.98443
77 H 13.10774 -3.30764 5.61775
78 C 2.15706 2.15783 8.39165
79 C 3.30398 2.90662 9.13559
80 O 2.79360 3.58110 10.24956
81 H 1.60268 1.51167 9.07227
82 H 2.49036 1.60143 7.51562
83 H 1.39169 2.82413 7.99374
84 H 3.64318 3.70259 8.47266
85 H 4.19577 2.30266 9.30302
86 H 3.53855 4.03132 10.65447
87 O 3.62399 -3.92719 9.47246
88 H 4.50695 -3.81262 9.12106
89 H 3.57465 -4.85578 9.69944
90 O 10.94219 -6.29352 8.93884
91 H 10.47414 -6.50038 9.74777
92 H 11.41620 -7.09680 8.72370
93 O 8.22677 -2.33614 8.66924
94 H 8.78109 -3.11618 8.64676
95 H 8.06823 -2.12778 7.74854
96 O 7.27690 -1.04353 13.64518
97 H 6.37158 -0.87052 13.90344
98 H 7.22939 -1.21630 12.70491

Cartesian forces, eV/Å:
0.3 -0.4 1.0
0.2 0.4 0.0
0.8 0.2 -1.3
0.3 -0.7 0.6
-0.4 -0.6 -0.3
-0.1 1.0 1.0
-0.6 -0.3 -0.1
0.3 -0.1 0.1
0.5 0.5 -0.1
0.1 0.3 0.1
0.0 -0.4 0.1
-1.1 -0.6 -0.8
0.0 0.7 0.1
0.2 0.2 -0.1
-0.1 0.1 -0.4
0.0 -0.5 0.2
-0.5 0.2 -0.3
-0.4 -0.2 -0.4
0.6 0.7 0.5
0.3 1.1 -0.8
0.6 -0.2 0.2
-0.6 0.4 -0.7
-0.6 0.3 -0.4
0.0 0.0 -0.1
0.3 -0.1 0.1
-0.2 -0.6 0.1
-0.3 0.0 0.4
-0.1 -0.5 -0.3
-0.1 0.1 -0.1
-0.3 -0.3 0.4
0.4 -0.5 0.4
0.3 0.1 0.7
0.1 -0.2 0.1
0.0 -0.1 0.0
-0.3 -0.5 -0.3
0.4 0.3 0.2
-0.6 0.0 -1.6
1.1 0.5 0.5
-0.4 -0.5 0.6
-0.6 0.0 0.6
0.0 0.0 0.2
-0.1 0.1 0.2
-0.1 -0.2 -0.2
0.0 -0.5 0.0
-0.3 0.1 0.0
0.5 0.1 -0.1
0.1 0.2 0.3
0.3 0.2 0.1
0.0 -0.1 -0.3
-0.1 0.2 -0.5
0.2 0.2 0.3
0.4 0.5 1.5
0.6 0.0 -2.4
1.4 0.7 -0.5
-1.6 -2.1 -1.3
-0.3 0.2 1.7
-0.3 1.3 0.4
-0.4 0.1 0.6
-0.4 -0.5 -0.1
0.3 -0.2 -0.4
0.3 0.4 0.2
-0.2 -0.5 0.1
-0.2 -0.8 0.4
0.9 0.2 0.3
-0.4 -0.2 -0.1
0.3 0.2 0.0
-0.2 0.8 -0.3
-0.2 0.0 -0.1
-1.1 0.2 0.3
1.3 0.3 -0.6
-0.2 -0.9 -0.7
-0.2 -0.4 0.1
-0.2 0.0 0.3
0.2 0.1 -0.3
0.4 0.9 0.1
-0.2 -0.2 0.8
0.0 0.0 0.0
0.2 0.3 0.6
-0.8 0.4 -2.2
-0.2 -0.3 1.0
0.3 -0.3 0.0
0.3 -0.2 0.3
0.2 0.5 0.2
0.3 -0.1 -0.6
-0.2 -0.5 0.5
-0.1 0.1 0.2
-0.2 0.1 0.0
0.3 0.1 -0.1
-0.1 -0.2 0.1
0.0 0.2 -0.1
-0.1 0.0 0.2
0.1 -0.2 -0.1
-0.1 0.1 0.2
0.2 -0.2 0.0
-0.1 0.1 -0.2
0.2 0.0 0.2
-0.2 0.1 0.1
0.0 -0.1 -0.3

Properties
SMILES: COC[C@H](C)N.COC[C@H](C)N.COC[C@H](C)N.COC[C@H](C)N.CCO.CCO.O.O.O.O
HOMO-LUMO gap in eV: 9.36
Energy above the lowest of the compared OMol25 structures with the same formula, charge and spin in kcal per mole: 0.0
LUMO in eV: 0.13